No. 1
{
  "formula": "C33H57Cl22NO4",
  "method": "the ωB97M-V functional and the def2-TZVPD basis",
  "smiles": "[H]/N=C(\\C)COC(=O)OCOc1ccccc1.ClCCCl.ClCCCl.ClCCCl.ClCCCl.ClCCCl.ClCCCl.ClCCCl.ClCCCl.ClCCCl.ClCCCl.ClCCCl",
  "e_lumo_ev": 0.189,
  "de_lowest_ev": 13.0613,
  "gap_ev": 8.00,
  "homo_energy_ev": -7.811,
  "symbols": ["C", "C", "N", "C", "O", "C", "O", "O", "C", "O", "C", "C", "C", "C", "C", "C", "H", "H", "H", "H", "H", "H", "H", "H", "H", "H", "H", "H", "H", "Cl", "C", "C", "Cl", "H", "H", "H", "H", "Cl", "C", "C", "Cl", "H", "H", "H", "H", "Cl", "C", "C", "Cl", "H", "H", "H", "H", "Cl", "C", "C", "Cl", "H", "H", "H", "H", "Cl", "C", "C", "Cl", "H", "H", "H", "H", "Cl", "C", "C", "Cl", "H", "H", "H", "H", "Cl", "C", "C", "Cl", "H", "H", "H", "H", "Cl", "C", "C", "Cl", "H", "H", "H", "H", "Cl", "C", "C", "Cl", "H", "H", "H", "H", "Cl", "C", "C", "Cl", "H", "H", "H", "H", "Cl", "C", "C", "Cl", "H", "H", "H", "H"],
  "positions_angstrom": [[4.1135, -1.9847, -0.8648], [3.7753, -0.4002, -0.5693], [4.1010, 0.1499, 0.6482], [2.9951, 0.5754, -1.6816], [2.2843, -0.3409, -2.5831], [0.9875, 0.1868, -3.0266], [0.6259, -0.1098, -4.3061], [0.0162, 0.9443, -2.2245], [-0.7174, 0.0927, -1.2759], [0.1298, -0.8385, -0.4986], [-0.4439, -2.1769, -0.8150], [-1.7264, -2.7944, 0.0062], [-2.2831, -4.2724, -0.4768], [-1.6599, -5.1754, -1.7025], [-0.3580, -4.5664, -2.5088], [0.2190, -3.0730, -2.0251], [5.2879, -2.1271, -0.7463], [3.7791, -2.3702, -1.9174], [3.6045, -2.7000, -0.0616], [4.5476, -0.6288, 1.1935], [2.3157, 1.2844, -1.0462], [3.8167, 1.2438, -2.2231], [-1.5187, -0.5331, -1.8767], [-1.3368, 0.8064, -0.5471], [-2.2351, -2.1956, 0.9026], [-3.2171, -4.7436, 0.0933], [-2.0515, -6.2340, -2.0340], [0.1778, -5.1165, -3.4188], [1.1706, -2.7019, -2.6432], [5.6968, -0.6555, 2.8870], [5.4508, 1.0538, 3.3249], [6.3359, 1.4831, 4.4842], [5.8584, 0.7107, 6.0172], [4.3898, 1.1968, 3.5532], [5.6899, 1.6454, 2.4360], [6.2539, 2.5635, 4.6349], [7.3881, 1.2452, 4.2975], [-5.1986, -8.3287, -3.5959], [-6.0184, -7.5401, -2.2248], [-5.8433, -6.0299, -2.2422], [-4.1628, -5.5434, -1.9048], [-5.6329, -7.9800, -1.2996], [-7.0803, -7.7919, -2.3042], [-6.4667, -5.5740, -1.4675], [-6.1335, -5.6016, -3.2071], [-8.4853, -5.3917, -0.6248], [-9.5090, -3.9342, -0.6652], [-8.7752, -2.7025, -0.1590], [-8.4455, -2.7871, 1.5899], [-10.4107, -4.1359, -0.0783], [-9.8077, -3.7866, -1.7074], [-9.3874, -1.8109, -0.3231], [-7.8217, -2.5598, -0.6777], [8.7032, 1.7381, 0.9659], [8.4571, 3.4474, 1.4038], [9.3422, 3.8766, 2.5631], [8.8648, 3.1043, 4.0961], [7.3962, 3.5904, 1.6321], [8.6963, 4.0390, 0.5149], [9.2602, 4.9570, 2.7138], [10.3944, 3.6388, 2.3764], [4.0844, 2.2343, -4.3051], [3.0606, 3.6919, -4.3455], [3.7944, 4.9235, -3.8393], [4.1241, 4.8390, -2.0904], [2.1589, 3.4902, -3.7586], [2.7619, 3.8395, -5.3877], [3.1822, 5.8151, -4.0034], [4.7479, 5.0662, -4.3580], [3.5627, 3.6933, 3.2149], [3.6770, 5.3874, 2.6754], [4.9843, 5.6735, 1.9537], [6.3860, 5.6150, 3.0521], [3.5503, 6.0322, 3.5508], [2.8339, 5.5616, 2.0000], [4.9601, 6.6794, 1.5245], [5.1601, 4.9617, 1.1407], [1.1482, 6.7519, -4.2284], [0.1425, 7.4642, -2.9418], [0.6007, 8.8635, -2.5626], [2.1793, 8.8537, -1.7364], [0.1609, 6.7871, -2.0820], [-0.8820, 7.4997, -3.3246], [-0.1161, 9.3151, -1.8707], [0.6809, 9.5130, -3.4403], [1.8406, 11.6656, 2.0830], [2.8843, 11.5627, 0.6429], [3.1236, 12.9235, 0.0083], [1.6483, 13.5861, -0.7393], [2.4225, 10.8646, -0.0624], [3.8357, 11.1338, 0.9720], [3.8702, 12.8374, -0.7866], [3.4894, 13.6509, 0.7402], [1.7743, -4.5804, -0.9607], [2.6137, -5.9393, -0.1713], [2.5536, -5.8486, 1.3452], [3.5213, -4.4926, 1.9772], [3.6465, -5.9573, -0.5335], [2.1191, -6.8552, -0.5087], [2.9604, -6.7620, 1.7891], [1.5255, -5.7270, 1.7013], [-5.1922, -7.6895, 1.3409], [-6.0121, -6.9008, 2.7120], [-5.8369, -5.3906, 2.6946], [-4.1565, -4.9041, 3.0320], [-5.6265, -7.3407, 3.6372], [-7.0739, -7.1526, 2.6326], [-6.4603, -4.9347, 3.4694], [-6.1271, -4.9623, 1.7298], [-11.8348, -6.3428, 0.1922], [-11.6112, -7.0018, 1.8323], [-10.9446, -6.0044, 2.7663], [-9.2430, -5.7070, 2.3297], [-11.0320, -7.9271, 1.7507], [-12.6065, -7.2560, 2.2092], [-10.9459, -6.3935, 3.7887], [-11.4676, -5.0426, 2.7685]]
}


No. 2
{
  "formula": "C33H57F4IN7O5P",
  "method": "the ωB97M-V functional and the def2-TZVPD basis",
  "smiles": "O=[P@@](OF)(OCCCI)OCOC(F)(F)F.CCCC#N.CCCC#N.CCCC#N.CCCC#N.CCCC#N.CCCC#N.CCCC#N",
  "e_lumo_ev": 0.267,
  "de_lowest_ev": 0.0000,
  "gap_ev": 9.15,
  "homo_energy_ev": -8.883,
  "symbols": ["O", "P", "O", "F", "O", "C", "C", "C", "I", "O", "C", "O", "C", "F", "F", "F", "H", "H", "H", "H", "H", "H", "H", "H", "C", "C", "C", "C", "N", "H", "H", "H", "H", "H", "H", "H", "C", "C", "C", "C", "N", "H", "H", "H", "H", "H", "H", "H", "C", "C", "C", "C", "N", "H", "H", "H", "H", "H", "H", "H", "C", "C", "C", "C", "N", "H", "H", "H", "H", "H", "H", "H", "C", "C", "C", "C", "N", "H", "H", "H", "H", "H", "H", "H", "C", "C", "C", "C", "N", "H", "H", "H", "H", "H", "H", "H", "C", "C", "C", "C", "N", "H", "H", "H", "H", "H", "H", "H"],
  "positions_angstrom": [[-3.4068, 1.1278, -2.0993], [-4.3637, 0.8564, -1.0299], [-5.1671, -0.5048, -1.4663], [-6.2605, -0.6466, -0.5677], [-3.8590, 0.6363, 0.4297], [-2.8468, -0.3763, 0.6929], [-1.4730, 0.2320, 0.9369], [-0.3821, -0.8067, 0.7202], [0.0217, -1.0735, -1.3531], [-5.4773, 1.9283, -0.7041], [-6.4545, 2.3897, -1.6265], [-6.2141, 1.9167, -2.9250], [-5.6668, 2.7798, -3.8238], [-6.6214, 3.5286, -4.4009], [-5.0479, 2.0852, -4.7581], [-4.8036, 3.6358, -3.2528], [-3.2105, -0.9266, 1.5640], [-2.7998, -1.0847, -0.1442], [-1.3933, 0.6198, 1.9599], [-1.3441, 1.0599, 0.2311], [-0.6267, -1.7931, 1.1169], [0.5529, -0.4701, 1.1631], [-6.4458, 3.4798, -1.5797], [-7.4232, 2.0035, -1.3073], [-2.1427, 5.6262, 0.7373], [-3.3021, 4.6806, 0.4571], [-3.8784, 4.0359, 1.7246], [-2.8683, 3.2399, 2.4148], [-2.0732, 2.5665, 2.8968], [-1.3022, 5.0963, 1.1871], [-1.7841, 6.0834, -0.1855], [-2.4475, 6.4278, 1.4146], [-2.9689, 3.8929, -0.2241], [-4.1111, 5.2204, -0.0413], [-4.7037, 3.3746, 1.4686], [-4.2606, 4.7954, 2.4087], [-5.2013, 10.4834, 3.7408], [-4.0665, 9.5585, 4.1612], [-3.7063, 8.5307, 3.0816], [-4.8362, 7.6577, 2.7609], [-5.7218, 6.9628, 2.5295], [-6.1211, 9.9245, 3.5628], [-5.4058, 11.2184, 4.5188], [-4.9504, 11.0240, 2.8262], [-4.3367, 9.0327, 5.0786], [-3.1725, 10.1440, 4.3813], [-2.8788, 7.8993, 3.4096], [-3.3961, 9.0337, 2.1632], [0.6433, -5.5310, -0.6487], [2.1306, -5.6949, -0.3583], [2.4898, -5.3817, 1.0998], [2.1500, -4.0000, 1.4338], [1.9119, -2.9015, 1.6722], [0.3168, -4.5005, -0.4939], [0.4261, -5.7901, -1.6852], [0.0424, -6.1801, -0.0069], [2.7069, -5.0431, -1.0168], [2.4431, -6.7144, -0.5790], [3.5574, -5.5247, 1.2674], [1.9504, -6.0463, 1.7782], [2.4587, -0.7767, 4.2812], [3.4233, 0.0420, 5.1278], [4.8553, 0.0145, 4.5800], [5.4080, -1.3405, 4.5487], [5.8419, -2.4041, 4.5402], [2.7365, -1.8305, 4.2634], [1.4453, -0.7083, 4.6778], [2.4389, -0.4238, 3.2492], [3.4266, -0.3266, 6.1557], [3.0938, 1.0820, 5.1644], [5.5169, 0.6283, 5.1934], [4.8786, 0.4130, 3.5637], [-0.5959, 5.2767, -4.1417], [-1.0064, 3.8205, -4.3196], [-1.7555, 3.2594, -3.1062], [-0.9379, 3.2946, -1.8948], [-0.2718, 3.2950, -0.9579], [0.0923, 5.3918, -3.3028], [-0.0950, 5.6496, -5.0352], [-1.4660, 5.9103, -3.9562], [-0.1230, 3.2073, -4.5076], [-1.6541, 3.7222, -5.1925], [-2.0518, 2.2212, -3.2679], [-2.6647, 3.8345, -2.9205], [3.7782, -9.9643, -2.3474], [5.2607, -10.1104, -2.0312], [5.5871, -9.8049, -0.5633], [5.2195, -8.4352, -0.2092], [4.9509, -7.3503, 0.0524], [3.4456, -8.9371, -2.1939], [3.5817, -10.2178, -3.3887], [3.1757, -10.6251, -1.7198], [5.8383, -9.4426, -2.6727], [5.5918, -11.1283, -2.2459], [6.6528, -9.9291, -0.3664], [5.0454, -10.4836, 0.0989], [5.9838, -3.8313, -1.3166], [6.3712, -3.8035, -2.7911], [5.1820, -4.1002, -3.7141], [4.6204, -5.4229, -3.4456], [4.1563, -6.4493, -3.2238], [5.6274, -4.8191, -1.0174], [6.8401, -3.5860, -0.6888], [5.1946, -3.1069, -1.1040], [7.1623, -4.5317, -2.9807], [6.7708, -2.8228, -3.0550], [5.4754, -4.0606, -4.7641], [4.3919, -3.3620, -3.5604]]
}